[1]
Below is an isolated molecule of C6H9N, with properties calculated with ωB97M-V with the def2-TZVPD basis set.

Computed properties:
Relative energy (zero: lowest compared OMol25 entry of this formula, charge and spin): 3.3710 eV
DFT total energy: -288.6582 Eh
Spin multiplicity: 1

Element x y z (Å)
C 2.009864 -0.082714 -0.066538
C 0.538744 0.120101 0.055556
C -0.498451 0.769907 0.913384
C -1.168405 1.274708 -0.339785
N -0.454978 0.205876 -1.120670
C -0.996361 -1.113663 -0.590182
C -0.448524 -0.753530 0.763411
H 2.572323 0.796120 -0.395019
H 2.184732 -0.885237 -0.794497
H 2.399509 -0.419211 0.899476
H -0.378670 1.232870 1.888303
H -2.259681 1.256061 -0.435981
H -0.788613 2.263212 -0.628502
H -0.373220 -1.857662 -1.097957
H -2.042700 -1.435638 -0.692377
H -0.295569 -1.371199 1.641372

Cartesian forces, eV/Å:
0.03 0.03 0.02
0.40 -0.10 0.13
-0.02 0.17 0.18
-0.22 0.03 -0.01
0.02 -0.10 -0.18
-0.17 -0.09 -0.07
0.05 -0.28 0.19
-0.17 -0.03 0.05
0.02 0.12 0.13
0.05 0.11 -0.13
-0.03 -0.07 -0.17
0.10 -0.06 0.08
-0.08 -0.30 -0.06
-0.14 -0.10 0.28
0.00 0.66 -0.28
0.15 0.00 -0.15

[2]
Below is an isolated molecule of C6H9N, with properties calculated with ωB97M-V with the def2-TZVPD basis set.

Computed properties:
Relative energy (zero: lowest compared OMol25 entry of this formula, charge and spin): 2.8115 eV
DFT total energy: -288.6787 Eh
Spin multiplicity: 1

Element x y z (Å)
C -0.920943 0.000467 3.449144
C -0.826157 -0.087424 1.990359
C -0.763056 -0.177470 0.789636
C -0.719858 -0.283205 -0.673962
C 0.305040 0.631390 -1.316138
C 1.613540 0.120824 -1.776339
N 0.539220 0.385678 -2.733981
H 0.068224 0.112726 3.904731
H -1.379765 -0.904497 3.861213
H -1.532850 0.855767 3.754194
H -1.710057 -0.050307 -1.085415
H -0.497879 -1.315222 -0.971446
H 0.274052 1.666686 -0.975799
H 1.852673 -0.932109 -1.641567
H 2.471891 0.789263 -1.749955
H 0.706507 1.255968 -3.230434

Cartesian forces, eV/Å:
0.00 0.00 0.08
0.04 -0.04 -0.50
-0.03 0.02 0.49
-0.02 -0.05 -0.05
-0.08 0.09 0.18
0.26 -0.09 0.15
-0.04 0.14 -0.21
-0.13 -0.01 -0.09
0.07 0.13 -0.07
0.09 -0.12 -0.07
0.13 0.00 0.07
-0.04 0.14 0.04
0.00 -0.17 -0.07
-0.05 0.16 -0.01
-0.16 -0.09 -0.01
-0.02 -0.11 0.06

[3]
Below is an isolated molecule of C6H9N at a distorted geometry, with properties calculated with ωB97M-V with the def2-TZVPD basis set.

Computed properties:
Relative energy (zero: lowest compared OMol25 entry of this formula, charge and spin): 1.7217 eV
DFT total energy: -288.7188 Eh
Spin multiplicity: 1

Element x y z (Å)
C -1.199143 1.071064 -0.253943
C -1.774967 -0.089428 -0.872044
N -0.770157 -1.088209 -0.802536
C 0.276548 -0.651491 0.039901
C 0.031822 0.678881 0.375329
C 1.004277 1.441470 1.104744
C 1.675791 -1.313861 0.275816
H -1.593180 2.217603 -0.331500
H -2.409629 -0.086301 -1.685333
H -0.628927 -1.816576 -1.441464
H 0.862857 1.166476 2.219131
H 0.733778 2.518951 1.233983
H 2.042047 1.143152 0.723465
H 2.516472 -0.702821 -0.081134
H 1.902951 -1.472684 1.327971
H 1.878756 -2.170142 -0.366201

Cartesian forces, eV/Å:
-1.33 0.70 -0.34
4.49 1.58 1.19
0.27 2.13 2.53
0.55 0.50 -1.14
-1.85 -1.62 -1.91
0.84 0.80 3.01
-0.86 0.45 -0.98
0.77 -3.29 0.42
-1.62 -0.26 -1.17
-0.28 -1.14 -0.69
0.90 -0.05 -1.40
0.75 -0.59 -1.01
-1.25 1.19 0.93
-0.50 0.68 0.10
-0.27 -0.45 -0.01
-0.61 -0.63 0.48

[4]
Below is an isolated molecule of C6H9N, with properties calculated with ωB97M-V with the def2-TZVPD basis set.

Computed properties:
Relative energy (zero: lowest compared OMol25 entry of this formula, charge and spin): 0.0632 eV
DFT total energy: -288.7797 Eh
Spin multiplicity: 1

Element x y z (Å)
C -2.528537 -0.359553 0.028270
C -1.127538 0.164001 0.001480
C -0.629101 1.428031 0.205222
C 0.793349 1.344846 0.115071
C 1.128474 0.035975 -0.121411
C 2.447932 -0.678201 -0.112473
N -0.044563 -0.671926 -0.196081
H -2.556351 -1.316387 0.563954
H -3.163797 0.349290 0.570178
H -2.956243 -0.519520 -0.971414
H -1.211942 2.321490 0.411251
H 1.511208 2.134232 0.282055
H 2.472556 -1.569907 -0.755656
H 3.252058 -0.016967 -0.438297
H 2.712092 -0.999414 0.902807
H -0.086062 -1.640093 -0.476998

Cartesian forces, eV/Å:
0.02 -0.01 0.02
0.10 -0.01 -0.04
0.01 -0.13 -0.06
0.23 -0.12 0.12
0.08 -0.10 0.05
0.16 0.07 0.02
-0.19 0.11 -0.03
-0.10 0.15 -0.07
0.06 -0.18 -0.17
0.12 0.07 0.19
0.11 -0.29 -0.06
-0.10 0.03 -0.05
-0.15 0.27 0.10
-0.09 0.01 -0.06
-0.11 -0.03 -0.13
-0.14 0.17 0.18

[5]
Below is a structure of composition C6H9N at a distorted geometry, with properties calculated with ωB97M-V with the def2-TZVPD basis set.

Computed properties:
Relative energy (zero: lowest compared OMol25 entry of this formula, charge and spin): 5.6384 eV
DFT total energy: -288.5748 Eh
Spin multiplicity: 1

Element x y z (Å)
C 0.506442 -0.578227 -0.041378
C -0.866058 -0.813928 -0.657093
C -1.681461 0.449612 -0.072960
C -0.886461 1.487026 0.381647
C 0.407605 0.738267 0.386563
C 0.689003 -0.407170 1.329618
H 1.653478 0.492497 -1.623666
H 1.428598 -1.525145 -1.544046
H -0.908586 -0.706042 -1.721902
H -1.631700 -1.783142 -0.317650
H -2.736324 0.514685 -0.410204
H -1.157912 2.401554 0.742298
H 1.314862 1.311110 0.035859
H -0.006198 -0.950120 1.796852
H 1.719002 -0.582151 1.758405
N 1.615766 -0.632390 -0.953475

Cartesian forces, eV/Å:
-1.00 -1.35 -6.83
-4.42 -0.87 3.50
-0.09 1.33 -1.84
-0.82 -7.29 -2.01
2.41 6.16 3.24
4.69 0.79 1.92
-0.40 -5.14 2.05
0.94 2.43 0.51
0.29 -0.25 -0.62
2.69 2.24 -1.01
0.49 0.03 0.79
-0.40 2.23 0.82
-0.85 -0.35 1.18
-3.07 -0.98 2.60
-1.20 0.42 -0.73
0.76 0.61 -3.56

[6]
Below is an isolated molecule of C6H9N, with properties calculated with ωB97M-V with the def2-TZVPD basis set.

Computed properties:
Relative energy (zero: lowest compared OMol25 entry of this formula, charge and spin): 0.0866 eV
DFT total energy: -288.7789 Eh
Spin multiplicity: 1

Element x y z (Å)
C -1.918496 0.969682 -1.475476
C -0.816680 0.338026 -0.686896
C 0.129698 0.838514 0.176319
C 0.887475 -0.257467 0.692762
C 2.000752 -0.187736 1.699702
C 0.374885 -1.392657 0.114536
N -0.654679 -1.020499 -0.712186
H -2.872654 0.930604 -0.935697
H -1.699923 2.016712 -1.698366
H -2.060236 0.445856 -2.429122
H 0.278926 1.885568 0.414081
H 2.791197 -0.915148 1.483862
H 1.641311 -0.387791 2.716689
H 2.460137 0.806222 1.708820
H 0.657871 -2.431083 0.220681
H -1.199584 -1.638803 -1.289710

Cartesian forces, eV/Å:
-0.04 0.05 -0.05
0.01 -0.07 0.02
-0.03 0.04 -0.03
-0.03 -0.11 -0.04
0.06 0.02 0.05
0.13 -0.01 0.11
-0.10 0.04 -0.08
0.13 0.03 -0.07
0.00 -0.14 0.06
0.03 0.13 0.12
-0.06 -0.17 -0.03
-0.14 0.10 0.01
0.03 0.05 -0.16
-0.07 -0.15 -0.03
-0.01 0.16 -0.01
0.10 0.02 0.11

no.,orbital gap (Eh)
1,0.369
2,0.383
3,0.323
4,0.320
5,0.357
6,0.325